A cluster of 11 separate species, C73H169N11O13 in total at a distorted geometry. Source: OMol25; level of theory: wB97M-V/def2-TZVPD.

Last column: Mulliken charge in e.
Cartesian coordinates (Å):
C -3.95 1.29 6.11  -1.88
C -3.13 2.59 5.89  2.71
C -3.36 3.45 7.10  -2.21
C -1.61 2.37 5.78  -2.74
C -1.24 1.63 4.56  1.78
C -1.70 2.52 3.38  -0.96
C -3.19 2.73 3.37  2.91
C -3.49 3.76 2.31  -1.86
C -3.96 1.51 2.95  -1.71
N -3.53 3.34 4.66  0.08
O -4.94 3.62 4.62  -0.53
H -3.82 0.42 5.44  0.20
H -4.00 1.08 7.15  0.49
H -4.98 1.61 5.95  0.50
H -2.81 3.13 7.99  0.33
H -3.04 4.48 6.87  0.43
H -4.37 3.36 7.33  0.55
H -1.25 3.34 5.68  0.80
H -1.12 1.92 6.60  0.33
H -0.18 1.44 4.47  -0.29
H -1.78 0.64 4.54  -0.61
H -1.36 2.13 2.42  -0.84
H -1.25 3.48 3.49  0.70
H -3.24 3.25 1.33  -0.24
H -2.72 4.55 2.22  0.37
H -4.53 4.11 2.30  0.58
H -3.74 1.30 1.91  -0.15
H -5.02 1.63 2.97  0.64
H -3.83 0.64 3.58  0.26
H -5.02 4.54 4.93  0.38
C -5.40 6.18 -1.66  -1.68
C -3.91 6.34 -1.30  1.32
C -3.85 7.05 0.03  -1.45
C -3.22 5.00 -0.99  -0.95
C -2.71 4.21 -2.18  0.71
C -1.96 5.13 -3.17  -1.91
C -2.67 6.44 -3.52  2.13
C -1.55 7.35 -4.09  -2.07
C -3.79 6.31 -4.59  -1.96
N -3.01 7.11 -2.25  -0.01
O -3.74 8.32 -2.58  -0.50
H -5.83 7.14 -1.89  0.46
H -5.64 5.45 -2.46  0.25
H -5.94 5.80 -0.76  0.41
H -4.50 6.38 0.66  0.24
H -2.87 7.10 0.41  0.52
H -4.36 8.10 0.09  0.26
H -2.39 5.31 -0.35  0.06
H -3.84 4.40 -0.36  0.60
H -1.96 3.59 -1.75  -0.51
H -3.41 3.58 -2.75  0.17
H -1.60 4.55 -4.01  0.77
H -1.03 5.34 -2.64  0.37
H -1.99 8.19 -4.68  0.45
H -0.94 6.78 -4.75  0.50
H -0.83 7.80 -3.35  0.35
H -4.49 5.44 -4.49  0.21
H -3.29 6.20 -5.52  0.54
H -4.35 7.19 -4.66  0.45
H -3.01 8.94 -2.59  0.38
C -4.22 -0.25 -8.98  -2.35
C -2.93 0.39 -8.59  2.35
C -1.95 0.60 -9.76  -1.77
C -3.12 1.71 -7.85  -0.78
C -1.93 2.19 -6.99  -0.45
C -1.47 1.04 -6.12  -0.08
C -1.13 -0.26 -6.79  1.91
C 0.16 -0.07 -7.63  -1.60
C -0.87 -1.25 -5.72  -1.32
N -2.30 -0.58 -7.61  0.26
O -1.93 -1.73 -8.35  -0.59
H -4.84 0.41 -9.58  0.43
H -3.90 -1.08 -9.57  0.60
H -4.74 -0.76 -8.16  0.33
H -1.40 1.55 -9.65  0.33
H -1.21 -0.15 -9.81  0.35
H -2.42 0.51 -10.75  0.44
H -3.36 2.46 -8.61  0.52
H -4.02 1.57 -7.26  -0.49
H -1.18 2.62 -7.66  0.47
H -2.25 3.04 -6.35  -0.08
H -2.31 0.75 -5.44  -0.47
H -0.65 1.37 -5.44  0.13
H 0.22 0.82 -8.32  0.22
H 0.36 -0.94 -8.29  0.38
H 0.97 0.09 -6.92  0.17
H -0.64 -2.18 -6.16  0.61
H -1.72 -1.26 -5.00  -0.02
H 0.07 -0.90 -5.22  0.08
H -2.64 -2.35 -8.19  0.37
C 0.33 -2.23 2.54  -0.77
C 0.59 -1.35 1.28  2.03
C 1.13 0.07 1.70  0.95
C 1.60 -2.10 0.45  -0.44
C 1.80 -1.52 -0.96  1.79
C 0.53 -1.45 -1.66  -1.10
C -0.59 -0.71 -0.93  2.30
C -0.42 0.79 -1.05  -0.33
C -1.97 -1.12 -1.56  -2.06
N -0.62 -1.23 0.49  -0.11
O -1.56 -0.46 1.30  1.25
H -0.41 -2.99 2.30  1.17
H 1.32 -2.64 2.80  -0.62
H -0.18 -1.69 3.35  -0.54
H 0.30 0.66 2.00  -0.70
H 1.75 -0.16 2.53  -0.54
H 1.81 0.45 0.95  -0.61
H 2.59 -2.07 1.03  -0.76
H 1.32 -3.15 0.34  0.70
H 2.19 -0.52 -0.95  -0.63
H 2.51 -2.15 -1.50  -0.92
H 0.16 -2.44 -1.84  0.70
H 0.70 -1.00 -2.66  -0.76
H -1.10 1.33 -0.41  -0.10
H -0.60 1.20 -2.05  0.44
H 0.58 1.04 -0.73  -0.60
H -2.24 -2.17 -1.48  0.53
H -1.92 -0.77 -2.60  -0.12
H -2.62 -0.46 -1.01  0.21
H -2.29 -1.10 1.45  -0.39
C 2.25 -7.21 0.51  -1.66
C 2.55 -7.50 2.00  1.64
C 1.37 -8.26 2.63  -1.91
C 3.78 -8.33 2.12  -1.41
C 5.09 -7.68 1.95  -0.34
C 5.20 -6.47 2.86  -1.62
C 4.11 -5.46 2.64  2.17
C 3.96 -4.53 3.88  -1.22
C 4.32 -4.68 1.38  -0.43
N 2.78 -6.22 2.71  0.04
O 1.66 -5.38 2.45  0.00
H 2.18 -8.16 0.00  0.53
H 3.16 -6.87 0.00  0.36
H 1.45 -6.52 0.29  0.21
H 1.60 -8.52 3.71  0.36
H 1.17 -9.18 2.03  0.35
H 0.48 -7.66 2.62  0.44
H 3.86 -8.74 3.13  0.31
H 3.75 -9.11 1.38  0.44
H 5.40 -7.50 0.88  0.30
H 5.88 -8.38 2.34  0.43
H 6.07 -5.86 2.76  0.52
H 5.15 -6.86 3.87  0.35
H 3.50 -4.91 4.81  0.50
H 4.95 -4.07 4.06  0.41
H 3.36 -3.65 3.63  -0.55
H 5.15 -3.92 1.45  -0.38
H 4.57 -5.40 0.54  0.21
H 3.40 -4.23 1.10  -0.31
H 1.08 -5.56 3.19  0.20
C 0.63 4.04 1.02  -0.20
O 1.45 3.40 2.03  0.74
C 1.87 4.24 3.12  -1.25
C 2.53 3.24 4.10  1.91
C 2.62 3.86 5.48  -1.87
N 3.83 2.78 3.68  -0.32
H 1.04 5.03 0.72  0.43
H -0.45 4.26 1.32  -0.25
H 0.64 3.45 0.13  -0.29
H 2.58 5.04 2.74  0.35
H 0.96 4.64 3.55  0.33
H 1.80 2.40 4.10  -1.07
H 3.34 4.72 5.46  0.37
H 3.10 3.12 6.07  0.50
H 1.68 4.16 5.93  0.27
H 3.74 2.06 2.98  0.02
H 4.30 3.61 3.33  0.34
C 7.69 -3.82 -0.65  -0.40
O 6.83 -3.42 -1.70  -0.39
C 5.85 -2.42 -1.44  0.01
C 5.04 -2.29 -2.73  2.35
C 4.29 -3.61 -3.11  -1.46
N 5.91 -1.69 -3.78  -0.79
H 8.55 -3.11 -0.52  0.23
H 8.12 -4.80 -0.93  0.30
H 7.10 -4.06 0.28  0.00
H 5.24 -2.78 -0.66  -0.69
H 6.31 -1.50 -1.12  0.66
H 4.32 -1.47 -2.49  -1.17
H 3.58 -3.44 -3.95  0.39
H 3.90 -4.02 -2.19  0.16
H 4.98 -4.37 -3.57  0.34
H 5.31 -1.51 -4.53  0.29
H 6.64 -2.35 -4.10  0.30
C -7.91 -0.21 -7.29  -0.74
O -6.66 -0.59 -6.74  -0.30
C -6.28 0.48 -5.88  -1.24
C -5.04 0.14 -5.05  2.39
C -5.24 -1.14 -4.24  -1.47
N -4.66 1.35 -4.23  -0.39
H -7.87 0.63 -7.99  0.30
H -8.60 0.12 -6.47  0.30
H -8.30 -1.07 -7.90  0.24
H -6.11 1.41 -6.47  0.30
H -7.07 0.59 -5.16  0.63
H -4.23 -0.05 -5.76  -1.27
H -4.27 -1.62 -4.02  0.31
H -5.84 -1.84 -4.91  0.44
H -5.87 -1.00 -3.30  0.23
H -4.06 1.99 -4.76  0.22
H -4.16 1.05 -3.40  0.04
C 2.37 1.02 -4.35  0.21
O 2.98 2.03 -3.62  -0.63
C 3.06 1.79 -2.21  0.83
C 3.92 2.84 -1.54  0.07
C 4.15 2.53 -0.08  -1.18
N 3.31 4.15 -1.68  -0.54
H 1.40 0.73 -4.00  -0.40
H 2.92 0.13 -4.20  0.13
H 2.28 1.32 -5.38  0.35
H 2.10 1.59 -1.87  -0.20
H 3.70 0.89 -2.07  -0.22
H 4.92 2.74 -2.00  0.25
H 4.61 3.36 0.42  0.57
H 4.94 1.74 -0.07  0.45
H 3.28 2.27 0.54  -0.16
H 3.08 4.23 -2.67  0.30
H 3.93 4.90 -1.41  0.25
C 8.60 -1.51 2.12  -0.89
O 7.22 -1.81 2.31  -0.15
C 6.46 -0.88 3.05  -0.83
C 4.93 -0.98 2.81  1.12
N 4.31 -0.09 3.80  0.60
C 4.00 -0.68 5.12  -1.49
C 2.50 -0.65 5.28  1.98
O 2.28 -1.00 6.64  -0.62
C 0.91 -0.92 6.89  -0.13
H 8.72 -1.02 1.14  0.29
H 9.18 -2.46 2.08  0.23
H 8.99 -0.84 2.94  0.36
H 6.66 0.22 2.78  0.41
H 6.61 -0.99 4.14  0.36
H 4.52 -1.97 2.96  -1.30
H 4.72 -0.63 1.79  -0.21
H 4.95 0.69 3.88  0.47
H 4.35 -0.05 5.92  0.55
H 4.46 -1.73 5.19  0.07
H 2.05 -1.33 4.57  -0.37
H 2.17 0.40 5.11  -0.89
H 0.34 -1.57 6.18  -0.12
H 0.47 0.13 6.78  0.00
H 0.74 -1.20 7.91  0.44
C -5.41 -1.52 1.06  -0.93
O -4.28 -1.40 1.89  0.14
C -4.25 -2.47 2.81  -1.26
C -3.04 -2.30 3.81  1.09
N -3.11 -3.34 4.83  -0.34
C -2.26 -3.37 5.98  -0.70
C -0.99 -4.17 5.79  0.37
O -0.30 -4.12 7.02  -0.43
C 1.04 -4.55 6.90  -0.49
H -5.46 -2.57 0.62  0.33
H -5.27 -0.82 0.22  0.23
H -6.40 -1.36 1.57  0.26
H -4.14 -3.40 2.22  0.56
H -5.21 -2.52 3.41  0.42
H -2.97 -1.25 4.18  -0.23
H -2.14 -2.52 3.25  -0.85
H -4.07 -3.43 5.16  0.37
H -2.81 -3.91 6.74  0.48
H -2.06 -2.36 6.37  0.05
H -0.37 -3.71 4.95  -0.40
H -1.18 -5.22 5.40  0.45
H 1.11 -5.53 6.43  0.35
H 1.43 -4.57 7.89  0.38
H 1.57 -3.82 6.30  -0.03

Results
Highest occupied orbital energy, eV: -8.26
Spin multiplicity: 1
Net charge: 0
SMILES: CC1(C)CCCC(C)(C)N1O.CC1(C)CCCC(C)(C)N1O.CC1(C)CCCC(C)(C)N1O.CC1(C)CCCC(C)(C)N1O.CC1(C)CCCC(C)(C)N1O.COC[C@H](C)N.COC[C@H](C)N.COC[C@H](C)N.COC[C@H](C)N.COCCNCCOC.COCCNCCOC
E_tot, eV: -121437.2116